[1]
Formula: C20H50NO2P2Si4Tm
Source: the Open Molecules 2025 dataset
Level of theory: wB97M-V/def2-TZVPD

Properties
Energy above the lowest of the compared OMol25 structures with the same formula, charge and spin in eV: 0.000
F_max in hartree/bohr: 0.0455
Kohn-Sham gap (alpha / beta) in eV: 6.243 / 6.251
Expectation value of S²: 2.00
LUMO level (alpha / beta) in eV: -6.345 / -6.316
Charge: +2
Multiplicity: 3
Energy in Eh: -3922.77655

Last column: Löwdin spin population.
Atoms and positions in Å:
Tm (0.0309, -1.5444, 0.1772)  2.019
P (-2.3396, -1.5330, 1.5941)  -0.003
P (1.2184, -1.4988, -2.2797)  -0.001
Si (2.4578, 2.2764, -0.3408)  0.000
Si (0.4989, 1.2372, 0.4039)  -0.004
Si (0.6373, 1.7049, 2.7027)  -0.001
Si (-1.0958, 2.7186, -0.4232)  -0.001
O (0.7404, -3.3556, 1.1047)  -0.003
O (2.9834, -2.7733, 0.6100)  0.000
N (-1.3561, -2.7086, -1.2283)  -0.004
C (-0.6917, 0.7795, 3.6547)  0.000
C (-2.7259, -1.9088, 3.3433)  -0.001
C (-3.2076, -4.2473, -1.2257)  0.000
C (2.3222, 1.1098, 3.3160)  0.000
C (3.0039, 3.7499, 0.7113)  0.000
C (-2.7274, 2.4475, 0.4725)  0.000
C (-1.3160, 2.3241, -2.2564)  0.000
C (-3.1323, -4.3568, -2.6110)  0.000
C (-2.3063, -3.4237, -0.5632)  0.000
C (2.3244, 2.9755, -2.0920)  0.000
C (0.3953, 3.5338, 3.1166)  -0.001
C (2.2627, -2.9835, -2.4961)  0.000
C (-2.1678, -3.6209, -3.2858)  0.000
C (-1.2888, -2.8111, -2.5824)  0.000
C (2.0195, -0.3527, -3.4408)  -0.001
C (-0.2309, -2.0155, -3.3178)  0.000
C (3.7608, 0.9149, -0.2520)  0.000
C (-2.2591, -3.2884, 0.9524)  0.001
C (-3.9644, -0.9686, 0.9991)  -0.001
C (-0.6141, 4.5403, -0.2348)  0.000
H (-2.5821, -1.0143, 3.9591)  0.000
H (-1.2239, -3.6696, 1.3106)  0.000
H (3.1849, -2.8784, -1.9085)  0.000
H (-2.0647, -3.6668, -4.3711)  0.000
H (-0.6726, -1.0896, -3.7325)  0.000
H (3.5023, 0.0384, -0.8628)  0.000
H (2.7263, -1.7952, 0.6122)  0.000
H (3.9508, 0.6001, 0.7834)  0.000
H (-3.7680, -2.2451, 3.4326)  0.000
H (-0.7517, 1.1945, 4.6723)  0.000
H (1.1848, 4.1859, 2.7245)  0.000
H (3.9186, 4.1491, 0.2457)  0.000
H (2.8821, 0.1290, -2.9643)  0.000
H (-1.6846, 0.8683, 3.1974)  0.000
H (-2.6096, 2.2185, 1.5388)  0.000
H (0.5356, -4.2975, 1.2618)  0.000
H (-0.4109, 2.5082, -2.8490)  0.000
H (-0.4453, -0.2858, 3.7456)  0.000
H (2.5289, -3.0816, -3.5582)  0.000
H (2.3449, 1.2556, 4.4067)  0.000
H (1.7324, -3.8911, -2.1780)  0.000
H (-3.9415, -4.7937, -0.6372)  0.000
H (3.8247, -2.9152, 1.0873)  0.000
H (-1.6153, 1.2778, -2.4099)  0.000
H (2.4599, 0.0363, 3.1217)  0.000
H (-3.8140, -5.0078, -3.1498)  0.000
H (-2.0596, -2.6969, 3.7174)  0.000
H (2.3691, -0.9014, -4.3289)  0.000
H (-4.7563, -1.5917, 1.4365)  0.000
H (3.1732, 1.6502, 2.8833)  0.000
H (-3.3279, 3.3658, 0.3902)  0.000
H (-0.4825, 4.8422, 0.8117)  0.000
H (0.1591, -2.6005, -4.1674)  0.000
H (3.2459, 3.4894, 1.7485)  0.000
H (-4.1198, 0.0791, 1.2962)  0.000
H (-4.0099, -1.0282, -0.0948)  0.000
H (1.9361, -3.2872, 1.0195)  0.000
H (-2.1177, 2.9669, -2.6519)  0.000
H (-1.4460, 5.1303, -0.6503)  0.000
H (-3.2949, 1.6318, 0.0077)  0.000
H (1.4889, 3.6752, -2.2207)  0.000
H (0.4079, 3.6119, 4.2150)  0.000
H (-0.5751, 3.9140, 2.7704)  0.000
H (1.3057, 0.4211, -3.7579)  0.000
H (-3.0635, -3.8544, 1.4293)  0.000
H (2.2612, 4.5583, 0.7242)  0.000
H (4.6994, 1.3278, -0.6504)  0.000
H (2.2353, 2.1974, -2.8579)  0.000
H (0.2941, 4.8149, -0.7860)  0.000
H (3.2530, 3.5326, -2.2907)  0.000



[2]
Formula: C3H5NO
Source: the Open Molecules 2025 dataset
Level of theory: wB97M-V/def2-TZVPD

Properties
Energy above the lowest of the compared OMol25 structures with the same formula, charge and spin in eV: 3.305
F_max in hartree/bohr: 0.0174
Kohn-Sham gap in eV: 11.499
LUMO level in eV: 0.692
Charge: 0
Energy in Eh: -247.18578

Last column: Mulliken charge in e.
Atoms and positions in Å:
O (-0.6242, 0.3199, -0.6264)  -0.298
N (0.2685, -0.1137, 1.8790)  -0.311
C (-0.1358, -0.9807, -0.9330)  -0.665
C (0.1014, 1.0019, 0.2698)  -0.105
C (-0.5294, 0.7614, 1.9750)  -0.101
H (0.9011, -0.9321, -1.2931)  0.291
H (-0.2024, 2.0439, 0.2898)  0.261
H (-0.7812, -1.3722, -1.7202)  0.234
H (-0.1826, -1.6146, -0.0410)  0.351
H (1.1844, 0.8862, 0.2000)  0.342



[3]
Formula: C4H6ClFS
Source: the Open Molecules 2025 dataset
Level of theory: wB97M-V/def2-TZVPD

Properties
Energy above the lowest of the compared OMol25 structures with the same formula, charge and spin in eV: 0.736
F_max in hartree/bohr: 0.0543
Kohn-Sham gap in eV: 9.852
LUMO level in eV: 0.773
Charge: 0
SMILES: C=C(SC)[C@@H](F)Cl
Energy in Eh: -1114.22025

Last column: Mulliken charge in e.
Atoms and positions in Å:
Cl (-2.3727, -1.6125, -0.5283)  -0.162
S (0.9529, -1.0087, -0.8045)  -0.045
F (-2.4045, 0.7717, 0.5045)  -0.244
C (-0.3712, 0.1319, -0.6539)  0.038
C (-1.5877, -0.2457, 0.2494)  0.310
C (1.8459, -0.7072, 0.7777)  -0.744
C (-0.3074, 1.3882, -1.1656)  -0.782
H (0.5434, 1.6113, -1.7667)  0.332
H (-1.2180, -0.5941, 1.1904)  0.188
H (2.5115, -1.5089, 1.0424)  0.318
H (-1.1477, 2.0791, -1.0720)  0.291
H (1.1298, -0.5035, 1.5643)  0.233
H (2.4256, 0.1983, 0.6623)  0.267



[4]
Formula: C4H14N2O
Source: the Open Molecules 2025 dataset
Level of theory: wB97M-V/def2-TZVPD

Properties
Energy above the lowest of the compared OMol25 structures with the same formula, charge and spin in eV: 1.058
F_max in hartree/bohr: 0.0224
Kohn-Sham gap in eV: 9.612
LUMO level in eV: 0.927
Charge: 0
SMILES: CCNCCN.O
Energy in Eh: -345.53729

Last column: Mulliken charge in e.
Atoms and positions in Å:
O (1.5780, -0.7021, -2.0648)  -0.675
N (-0.4021, -0.2719, 0.5598)  -0.337
N (1.8480, 1.6698, -0.1734)  -0.531
C (-1.5703, -2.4175, 0.3818)  -1.258
C (-1.6884, -0.9175, 0.2175)  -0.319
C (-0.4698, 1.1757, 0.4555)  -0.565
C (0.8414, 1.8196, 0.8725)  -0.656
H (1.2522, 1.3181, 1.7440)  0.339
H (-1.2777, 1.5362, 1.0894)  0.446
H (-0.9128, -2.8345, -0.3876)  0.293
H (-2.5218, -2.9440, 0.3317)  0.387
H (0.2844, -0.6228, -0.0883)  0.183
H (1.6208, 1.9727, -1.1010)  0.213
H (-1.9787, -0.6603, -0.8100)  0.289
H (-2.4369, -0.5113, 0.9020)  0.352
H (0.6712, 2.8747, 1.0863)  0.297
H (2.3917, -0.8479, -2.5568)  0.319
H (-1.1207, -2.6796, 1.3369)  0.327
H (1.8021, -0.0788, -1.3441)  0.402
H (2.8043, 1.5608, 0.0945)  0.163
H (-0.7151, 1.5606, -0.5459)  0.332



[5]
Formula: C7H12N5OS
Source: the Open Molecules 2025 dataset
Level of theory: wB97M-V/def2-TZVPD

Properties
Energy above the lowest of the compared OMol25 structures with the same formula, charge and spin in eV: 0.000
F_max in hartree/bohr: 0.0649
Kohn-Sham gap (alpha / beta) in eV: 8.468 / 8.469
LUMO level (alpha / beta) in eV: -4.328 / -4.328
Charge: +1
Energy in Eh: -1020.80795

Last column: Mulliken charge in e.
Atoms and positions in Å:
S (-4.5607, -1.1457, 0.2874)  -0.060
O (0.5337, 2.2811, -0.6496)  -0.413
N (0.9328, -3.0833, -0.1016)  -0.171
N (1.9060, 0.2094, 0.1942)  -0.178
N (-0.1073, -2.9071, -0.3593)  0.130
N (-0.7947, 1.8430, -0.5550)  0.061
N (1.8157, 0.0123, 1.6116)  -0.635
C (-4.7370, 0.6165, 0.3433)  -0.272
C (4.1202, -0.9544, -0.2743)  -1.107
C (-2.9341, -1.0455, -0.1135)  -0.451
C (-3.5980, 1.2407, -0.0034)  -1.015
C (2.8391, -0.1591, -0.5462)  0.074
C (-1.1648, 0.5526, -0.3954)  -0.038
C (-2.5373, 0.2546, -0.1510)  1.073
H (1.0873, 1.4557, -0.3776)  0.498
H (4.9662, -0.3234, -0.4273)  0.357
H (-1.4712, 2.5763, -0.3426)  0.214
H (2.4416, -0.5765, 2.1413)  0.257
H (-0.4468, -0.2727, -0.7701)  0.227
H (-2.2874, -1.9126, -0.2991)  0.458
H (1.9861, 0.9066, 1.9949)  0.242
H (4.0989, -1.4338, 0.7072)  0.321
H (-3.5144, 2.2769, -0.0783)  0.364
H (2.9295, 0.2977, -1.5407)  0.324
H (4.1603, -1.7940, -0.9943)  0.305
H (-5.6640, 1.0847, 0.6995)  0.435



[6]
Formula: C4H10O3
Source: the Open Molecules 2025 dataset
Level of theory: wB97M-V/def2-TZVPD

Properties
Energy above the lowest of the compared OMol25 structures with the same formula, charge and spin in eV: 0.658
F_max in hartree/bohr: 0.0288
Kohn-Sham gap in eV: 5.742
LUMO level in eV: 6.378
Charge: -2
Energy in Eh: -384.00749

Last column: Mulliken charge in e.
Atoms and positions in Å:
O (-2.3179, 3.1935, 1.7843)  -0.720
O (-1.9802, 1.3376, -0.2909)  -0.983
O (2.3027, -2.7271, -1.4942)  -0.911
C (1.5100, -2.3157, -0.5052)  -0.319
C (-0.2232, -0.3918, -0.0990)  -0.438
C (-0.6636, 1.0500, -0.5034)  -0.440
C (1.2178, -0.7485, -0.4405)  -0.330
H (-0.4373, 1.0880, -1.5959)  0.272
H (0.4981, -2.8007, -0.3694)  0.156
H (-2.0069, 2.5849, 1.0525)  0.428
H (-1.9737, 2.8287, 2.5986)  0.268
H (-0.3872, -0.4032, 0.9893)  0.030
H (1.9082, -0.3345, 0.2988)  0.316
H (1.5131, -0.4185, -1.4419)  0.138
H (0.0777, 1.7183, -0.0188)  0.118
H (1.8803, -2.5368, 0.5554)  0.067
H (-0.9180, -1.1242, -0.5197)  0.348



- Look up the charge of the fourth one.
  0